This record from the OMol25 dataset describes C31H56N3O8PPtS2 as an isolated structure in a non-equilibrium geometry. The level of theory is the ωB97M-V functional and the def2-TZVPD basis.

The geometry in XYZ format:
```
102
Properties=species:S:1:pos:R:3:forces:R:3:mulliken_charge:R:1
Pt 0.23460 -0.45929 -0.55062 -0.232 -0.897 -0.704 1.819
S 1.36704 -2.46252 -0.81157 -0.014 0.083 0.029 -0.661
S 0.26062 -2.43615 -2.55774 0.097 -0.113 0.114 0.944
P -1.63233 -2.63671 2.33450 0.068 0.190 -0.037 -0.148
O -0.40121 -3.69159 -2.78954 -0.066 0.049 0.007 -0.636
O -0.75330 -1.37656 -2.06648 0.057 0.229 -0.030 -0.789
O -1.14634 -1.48460 1.50581 -0.267 0.034 0.505 -0.609
O -1.10390 2.51006 3.76588 -0.019 0.021 0.015 -0.452
O 1.03441 -1.91857 -3.66073 -0.011 -0.042 -0.007 -0.489
O -2.30635 2.06107 1.83768 0.069 0.061 -0.042 -0.421
O 1.38120 2.26060 2.35043 -1.265 0.478 -0.273 -0.369
O 1.39489 0.34644 1.09761 -1.212 0.191 -0.373 -0.714
N -0.76072 1.36287 -0.83875 0.090 0.110 0.171 -0.115
N 2.10373 0.83756 -2.07949 0.378 0.665 -0.138 -0.307
N -2.85167 0.78957 -1.68394 -0.103 0.109 0.044 0.465
C -3.44130 0.09456 4.87276 0.023 0.020 0.015 -0.609
C 2.89771 0.46924 -2.82367 -0.066 -0.163 0.000 -0.531
C -4.16015 -2.16557 5.70655 0.003 -0.014 -0.010 -0.875
C -1.69865 2.28730 2.79703 -0.212 0.023 0.197 0.848
C -2.67008 -3.76414 1.34646 0.005 -0.039 0.019 0.565
C -0.28622 -4.45134 4.20071 0.045 -0.005 -0.010 -1.405
C 3.91519 -0.04100 -3.76068 -0.049 -0.002 0.067 2.418
C -2.04810 -3.93878 -0.05200 -0.023 -0.009 0.015 0.611
C -1.69904 2.75551 -2.57645 -0.013 0.002 0.010 -1.882
C -3.54424 -2.92333 4.51995 -0.013 0.032 0.003 -0.670
C 4.30425 -1.45773 -3.32058 0.023 0.001 -0.041 -1.444
C 1.20382 -1.90995 4.23894 0.013 0.046 -0.040 -0.151
C -2.18240 -6.26269 1.39346 -0.005 -0.008 0.009 -0.705
C 1.09150 -2.74210 2.96829 0.042 0.016 -0.011 -0.768
C -3.72244 0.74754 -2.86158 0.029 -0.019 -0.003 -0.836
C -3.09424 -0.02414 -4.01457 -0.018 -0.011 -0.001 -0.903
C -0.17719 -3.60443 2.92400 -0.089 -0.045 0.039 0.745
C 5.12846 0.89487 -3.70343 0.004 -0.013 -0.035 -1.796
C -1.77126 1.57668 -1.64107 0.005 -0.055 -0.018 0.516
C 1.19025 1.34779 1.67178 2.662 -0.579 0.685 0.756
C -0.14281 -3.63522 5.48424 -0.012 -0.007 -0.005 0.079
C 3.30927 -0.06399 -5.16852 0.028 -0.009 -0.013 -1.581
C -2.73625 -5.07917 -0.79012 -0.012 0.004 -0.009 -1.180
C 1.12752 -2.78774 5.48461 -0.010 -0.001 0.016 -1.430
C -3.02557 -5.13337 1.98074 0.003 0.010 -0.018 -1.269
C -2.26561 -0.74033 4.33852 -0.012 0.001 0.010 -0.380
C -4.63972 -0.78828 5.26166 -0.005 0.001 0.014 -0.833
C -2.79686 -1.95599 3.57934 -0.017 -0.147 0.017 1.472
C -4.38283 0.14418 0.14243 -0.016 0.018 -0.029 -1.294
C -2.45455 -6.42880 -0.10803 0.001 0.002 -0.003 -0.994
C -3.14050 -0.21819 -0.65991 0.095 -0.039 -0.043 1.421
H -0.14722 -4.31207 6.34218 0.003 0.008 0.007 0.452
H -5.25349 0.31530 -0.49346 -0.009 -0.023 0.003 0.421
H -3.41605 -2.04774 6.50075 -0.004 0.002 0.003 0.267
H -2.28581 -0.31948 0.00171 -0.037 -0.039 0.018 -1.453
H 4.85932 1.90812 -4.00367 -0.001 0.001 0.005 0.396
H -4.33750 -3.42333 3.95928 0.004 -0.006 -0.001 0.400
H -5.22688 -0.30502 6.04383 0.008 0.001 0.004 0.516
H -0.05439 -4.28564 2.07442 0.000 0.003 -0.007 0.370
H 4.05372 -0.45576 -5.86418 -0.004 -0.001 -0.003 0.411
H -4.00450 1.75461 -3.16611 0.004 -0.002 -0.015 0.483
H -2.88576 -3.70767 4.89414 -0.003 -0.006 0.001 0.017
H -4.64223 0.25553 -2.54961 -0.001 0.008 0.010 0.382
H -3.53339 -1.55130 2.86945 0.004 0.005 -0.005 -0.023
H -4.63117 -0.67445 0.82137 0.025 -0.001 0.009 0.232
H -5.31178 -0.91056 4.40632 0.002 0.003 -0.002 0.289
H -1.00809 -2.97923 5.60731 0.001 0.000 -0.002 -0.290
H -3.59990 -3.19223 1.22673 0.007 0.005 -0.021 0.543
H -1.12306 -6.04987 1.55794 -0.001 -0.001 -0.001 0.083
H 0.40366 -1.16286 4.25741 -0.022 -0.026 0.011 -0.094
H 1.13562 -2.10447 2.08709 -0.028 -0.039 -0.032 -0.318
H -0.07189 2.09587 -0.95434 0.008 -0.023 -0.112 0.241
H 2.00115 -3.44838 5.50996 -0.001 -0.002 -0.012 0.415
H -1.59423 -6.90799 -0.57951 0.002 0.004 0.000 0.347
H -3.26513 -1.18072 -1.16084 0.017 0.007 -0.009 0.298
H -1.23514 2.44634 -3.51418 -0.018 -0.005 -0.007 0.249
H -4.97750 -2.74930 6.13304 0.001 0.001 0.001 0.554
H 3.03323 0.94120 -5.49082 -0.006 -0.001 0.003 0.375
H -3.75512 0.82244 4.11887 -0.011 -0.019 -0.012 0.130
H -2.38858 -7.19530 1.92295 0.000 0.000 -0.001 0.550
H -1.63339 -1.05874 5.16911 -0.011 -0.006 0.006 0.258
H -2.12398 -3.00801 -0.60943 0.046 0.006 0.001 -0.848
H -4.07923 -5.34578 1.77589 0.001 -0.010 0.001 0.579
H -1.63469 -0.14584 3.67743 0.013 -0.021 0.009 -0.458
H -3.30380 -7.10125 -0.25386 0.002 -0.002 0.000 0.345
H 5.89404 0.52414 -4.38681 0.004 0.004 0.002 0.418
H -2.93596 -5.11472 3.06629 0.000 0.005 0.001 0.363
H -4.21078 1.04119 0.73513 -0.019 -0.006 -0.011 0.253
H -3.81424 -0.14153 -4.82576 0.003 0.013 -0.004 0.469
H 0.53253 -5.17921 4.16671 -0.004 -0.004 0.009 0.627
H -1.06744 3.52224 -2.13186 0.020 -0.009 -0.013 0.557
H -3.10559 0.66731 5.74025 -0.006 0.014 -0.009 0.481
H 2.42836 -0.70280 -5.19104 0.002 0.001 0.002 0.316
H 3.43976 -2.11714 -3.35747 0.000 0.003 0.011 0.210
H 4.70112 -1.45647 -2.30503 -0.004 -0.003 0.002 0.339
H 5.07478 -1.83371 -3.99684 0.000 -0.003 0.002 0.460
H -2.77090 -1.00986 -3.68226 -0.009 -0.004 -0.001 0.082
H -2.67027 3.19138 -2.79188 0.001 0.012 0.015 0.413
H -3.81526 -4.88690 -0.81086 0.000 -0.003 0.010 0.378
H -1.20507 -5.03911 4.22058 -0.002 0.007 -0.004 0.290
H -0.97522 -4.14269 0.01331 0.002 0.000 -0.007 0.080
H 5.54991 0.92960 -2.69852 0.001 -0.001 0.000 0.382
H 1.94592 -3.42657 2.91591 0.009 0.009 0.001 0.671
H -2.39693 -5.09414 -1.82505 0.005 0.002 0.000 0.469
H -2.21604 0.48862 -4.40722 0.009 -0.008 0.007 0.241
H 1.16969 -2.17734 6.38987 0.003 -0.001 0.000 0.466
H 2.14225 -1.34921 4.22462 0.015 -0.025 0.025 0.501
```
Positions in Å, forces in eV/Å.

Results
Strongest force on any atom: 2.809 eV/Å
HOMO: -7.456 eV
Orbital gap: 7.342 eV
Molar mass: 889.0 g mol⁻¹
Total energy: -3238.19875 Eh
2S+1: 1

---

This record from the OMol25 dataset describes C26H44F6N6O6P3W as an isolated structure. The level of theory is the ωB97M-V functional and the def2-TZVPD basis.

The geometry in XYZ format:
```
92
Properties=species:S:1:pos:R:3:forces:R:3:lowdin_spin:R:1
W 0.84820 0.01306 -0.18637 -0.625 0.332 0.175 -0.013
P 1.50995 -4.45924 -0.81970 0.019 -0.174 -0.068 0.000
P 1.57321 1.40386 -3.15641 0.126 -0.034 0.156 0.000
P -0.78056 2.48658 -1.84875 0.083 0.039 -0.060 0.000
F 2.67452 -3.98860 0.10877 -0.032 0.116 -0.082 0.000
F 2.55877 -4.84670 -1.90326 0.014 -0.066 0.026 0.000
F 0.51617 -3.69305 0.19689 -0.031 -0.136 -0.022 0.000
F 1.80818 -1.41764 -0.89500 0.484 0.127 -0.184 -0.002
F 1.04800 -5.85306 -0.43779 0.014 -0.008 0.009 0.000
F 0.59413 -3.89492 -1.96447 0.075 0.142 -0.016 0.000
O 1.36946 1.46876 0.89671 -0.129 -0.586 -0.225 0.004
O -0.51106 -1.16018 -0.86918 -0.108 -0.278 0.330 -0.016
O -0.59980 1.36565 -0.81612 -0.051 -0.035 -0.192 0.000
O 1.81808 -0.95680 1.46802 0.152 0.206 0.153 0.002
O 0.30809 2.36139 -3.03700 -0.165 -0.045 -0.006 0.000
O 1.69284 0.86854 -1.66695 0.271 -0.060 -0.096 -0.001
N 1.21246 0.23520 -4.17765 -0.039 0.077 -0.008 0.000
N -1.81703 -0.85785 0.94237 -0.003 0.037 0.022 0.216
N -0.39547 3.90588 -1.17633 0.046 0.056 -0.029 0.000
N -2.19075 2.26103 -2.60087 -0.073 -0.010 0.089 0.000
N 2.91882 2.18651 -3.46397 -0.027 0.036 0.034 0.000
N -0.73804 -0.10011 1.24696 -0.031 0.257 0.081 0.045
C 3.51629 2.26047 -4.81823 -0.012 -0.007 0.031 0.000
C 3.31401 -0.72713 1.55193 0.027 0.015 0.035 0.000
C 2.11169 2.77468 2.71632 -0.041 -0.022 -0.003 0.001
C -1.64373 -1.43578 -0.21145 0.057 0.026 -0.042 -0.018
C -3.71931 -2.74175 0.09533 -0.004 0.003 -0.016 0.077
C 3.51829 3.11319 -2.48407 -0.012 -0.043 -0.030 0.000
C 0.15629 0.31129 -5.20706 0.010 -0.008 0.008 0.000
C -2.58086 -2.39995 -0.71412 -0.087 0.138 -0.006 0.201
C 1.89420 3.24668 4.01726 0.005 0.004 0.008 0.036
C -2.38168 -3.01234 -1.97789 0.012 -0.042 -0.031 0.026
C -0.12485 5.09894 -2.01147 0.024 -0.003 0.016 0.000
C -0.97560 4.24904 0.13618 -0.031 -0.003 -0.033 0.000
C 3.98539 0.01934 0.42404 0.038 0.051 -0.024 0.000
C 0.14802 -2.41069 2.84371 -0.024 0.083 0.029 0.001
C -4.60368 -3.68036 -0.34622 -0.018 -0.001 0.022 0.032
C -3.37088 1.74770 -1.88097 0.016 -0.016 -0.022 0.000
C 0.77880 2.86584 4.76448 0.022 0.016 -0.002 0.000
C 1.20431 1.90020 2.17528 0.056 0.049 -0.043 0.020
C 2.18461 -0.86513 -4.36250 -0.003 -0.019 -0.004 0.000
C -0.85971 0.57668 2.38746 -0.042 -0.068 -0.017 0.016
C 1.56181 -2.03156 2.52268 -0.011 -0.149 -0.160 0.000
C 0.06927 1.47843 2.90798 0.014 0.022 0.050 0.018
C -4.39099 -4.29232 -1.59688 0.014 0.007 -0.020 0.242
C -3.27478 -3.94691 -2.41258 -0.005 0.009 0.022 0.089
C -2.54305 3.14361 -3.73704 0.022 0.017 0.021 0.000
C -0.13299 1.99701 4.21359 -0.030 -0.031 -0.031 0.015
H 2.96745 3.10170 2.14109 0.006 0.013 0.008 0.000
H -0.40306 -0.62270 -5.20253 0.008 -0.007 -0.006 0.000
H -3.98388 2.56568 -1.49944 -0.005 -0.005 0.005 0.000
H -5.46187 -3.95879 0.25020 0.001 -0.003 -0.001 -0.001
H -3.13965 3.99221 -3.40031 0.000 0.004 -0.005 0.000
H -1.20068 3.34792 0.70447 -0.002 -0.008 0.003 0.000
H 3.43369 4.13564 -2.85115 0.012 0.006 0.009 0.000
H -1.77464 0.37650 2.93915 0.015 0.004 0.025 -0.001
H -3.12608 2.56567 -4.45234 0.003 0.001 -0.001 0.000
H 0.24191 -3.28769 3.48953 0.010 -0.002 0.002 0.000
H -1.52157 -2.74349 -2.57263 0.013 0.001 0.002 -0.001
H -1.64999 3.51159 -4.23941 0.008 -0.005 0.001 0.000
H 0.60649 0.45035 -6.18994 -0.013 -0.001 -0.006 0.000
H -5.09144 -5.03985 -1.95167 0.003 -0.003 -0.001 0.009
H 0.63339 3.25434 5.76279 0.008 0.004 0.001 0.000
H -3.06622 1.10958 -1.05445 0.001 0.007 -0.001 0.000
H 2.10094 -2.89103 2.13382 0.007 0.030 0.033 0.000
H 1.64948 -1.81321 -4.33522 -0.002 0.000 0.008 0.000
H -0.24838 4.84188 0.68967 0.001 0.002 -0.002 0.000
H 2.68954 -0.77021 -5.32359 -0.001 0.001 -0.001 0.000
H 5.02847 0.11240 0.73613 0.003 -0.043 0.002 0.000
H 3.01361 3.03440 -1.52194 -0.002 0.008 0.002 0.000
H 3.44722 -0.20810 2.50002 -0.011 0.002 0.001 0.000
H 3.42624 3.27691 -5.19814 0.009 -0.003 -0.012 0.000
H -1.88734 4.83729 0.02039 -0.006 -0.005 0.015 0.000
H -1.04109 5.65804 -2.20488 0.004 0.006 -0.002 0.000
H -0.38950 -1.66475 3.42468 -0.007 0.015 -0.012 0.000
H 0.56811 5.74114 -1.47047 -0.002 0.003 0.007 0.000
H 2.92881 -0.86018 -3.56705 0.004 0.007 -0.001 0.000
H 4.56778 1.98810 -4.75081 0.003 0.001 -0.007 0.000
H 3.98863 -0.53171 -0.51238 -0.018 -0.006 -0.022 0.000
H -0.52336 1.13357 -5.00337 0.003 0.002 0.004 0.000
H 3.74085 -1.72493 1.62084 -0.013 -0.007 0.017 0.000
H 2.61174 3.93638 4.44511 -0.006 0.001 0.011 0.001
H 2.06897 -1.63525 3.39999 0.007 -0.021 0.007 0.000
H -1.00690 1.68610 4.77396 0.003 0.003 0.005 0.000
H -0.42339 -2.72620 1.97647 -0.011 0.019 0.052 0.000
H -3.85508 -2.25350 1.05014 0.005 -0.002 0.000 0.000
H -3.14846 -4.43554 -3.36940 -0.005 -0.006 0.002 0.002
H 3.62847 1.03782 0.27458 0.011 -0.052 0.011 0.000
H -3.96931 1.16374 -2.57909 -0.002 0.002 -0.002 0.000
H 4.57110 2.86439 -2.35954 0.004 0.010 0.008 0.000
H 0.33318 4.81654 -2.95592 -0.007 -0.001 0.002 0.000
H 3.01328 1.57988 -5.49910 -0.007 0.006 -0.007 0.000
```
Positions in Å, forces in eV/Å.

Results
Strongest force on any atom: 0.729 eV/Å
HOMO (alpha / beta): -19.497 / -19.496 eV
Orbital gap (alpha / beta): 6.086 / 5.016 eV
Molar mass: 927.4 g mol⁻¹
Total energy: -3486.40149 Eh
2S+1: 2
Net charge: +4

---

This record from the OMol25 dataset describes C5H3NO as an isolated structure in a non-equilibrium geometry. The level of theory is the ωB97M-V functional and the def2-TZVPD basis.

The geometry in XYZ format:
```
10
Properties=species:S:1:pos:R:3:forces:R:3:mulliken_charge:R:1
O -1.59354 -0.40804 0.20132 -0.379 -0.402 0.194 -0.283
N 0.29824 -0.75667 1.61636 0.474 -0.558 -0.026 -0.559
C -0.03922 1.39055 -0.03142 0.230 -0.954 0.968 -0.583
C 0.19271 0.62276 -1.08663 -0.523 0.869 0.926 -0.515
C -0.34989 -0.70418 -0.47997 -0.183 1.758 -0.506 0.044
C -0.58929 0.22672 0.85032 0.842 0.016 -1.245 0.934
C 0.52348 -1.40083 0.53804 -1.504 -0.114 -1.044 -0.074
H 0.07371 2.41430 0.29937 -0.044 -0.032 -0.345 0.351
H 0.91267 -2.33595 0.12998 1.055 0.054 1.546 0.297
H 0.57113 0.95133 -2.03739 0.031 -0.637 -0.469 0.387
```
Positions in Å, forces in eV/Å.

Results
Strongest force on any atom: 1.873 eV/Å
HOMO (alpha / beta): -8.691 / -8.690 eV
Orbital gap (alpha / beta): 8.710 / 8.709 eV
Molar mass: 93.1 g mol⁻¹
Total energy: -322.07141 Eh
2S+1: 1

---

This record from the OMol25 dataset describes one molecule with the formula C5H8N2O2 in a non-equilibrium geometry. The level of theory is the ωB97M-V functional and the def2-TZVPD basis.

The geometry in XYZ format:
```
17
Properties=species:S:1:pos:R:3:forces:R:3:mulliken_charge:R:1
O -2.82908 1.09843 0.25617 0.805 -0.822 0.106 -0.582
O -2.42786 -1.01867 -0.30107 0.021 0.090 0.307 -0.479
N 2.68125 -1.33727 -0.25017 -0.570 0.932 0.533 -0.624
N 0.06784 -1.88615 0.41465 -0.421 -0.153 -0.272 -0.575
C -0.07178 2.01097 -0.00122 0.153 0.300 -0.069 -1.264
C -0.32742 0.54882 0.01956 -6.352 -0.878 0.871 0.130
C -2.01268 0.21971 0.06270 1.482 2.510 -0.583 0.493
C 0.32238 -0.55264 0.28175 6.374 0.084 -2.422 0.486
C 1.95306 -0.29869 -0.08767 -1.176 -1.832 1.821 0.026
H 3.68199 -1.10879 -0.24906 -0.375 0.020 -0.544 0.263
H -0.73738 2.50505 0.71566 0.039 -0.151 -0.164 0.300
H -0.29743 2.42749 -0.98816 0.043 -0.002 0.119 0.288
H -0.80790 -2.18135 -0.01095 0.308 -0.032 0.351 0.229
H 2.38727 0.70870 -0.02492 -0.504 -0.181 -0.093 0.259
H -3.40576 -0.98448 -0.24048 0.479 -0.004 -0.075 0.345
H 0.94551 2.29599 0.26961 -0.025 -0.195 -0.080 0.375
H 0.87798 -2.44711 0.13361 -0.283 0.315 0.194 0.330
```
Positions in Å, forces in eV/Å.

Results
Strongest force on any atom: 6.819 eV/Å
HOMO: -8.707 eV
Orbital gap: 9.422 eV
Molar mass: 128.1 g mol⁻¹
SMILES string: [H]/N=C/C(N)=C(\C)C(=O)O
Total energy: -455.26155 Eh
2S+1: 1